Entry w
# C13H18N2O4

A single C13H18N2O4 molecule (ωB97M-V/def2-TZVPD, the Open Molecules 2025 dataset).

Results
SMILES string = C[C@@H](O)[C@H](NC(=O)[C@@H](N)Cc1ccccc1)C(=O)O
LUMO level = 0.5 eV
HOMO-LUMO gap = 0.35751 Eh
2S+1 = 1
HOMO level = -9.277 eV

Last column: natural (NBO) charge in e.
Element x y z (Å)
C -1.926 -0.977 2.148  -0.646
C -1.322 0.449 2.042  0.114
O -2.024 1.284 2.935  -0.724
C 0.175 0.543 2.345  -0.198
N 0.916 -0.082 1.333  -0.617
C 1.243 0.574 0.214  0.668
O 0.922 1.746 0.080  -0.618
C 1.981 -0.215 -0.821  -0.136
N 3.002 -1.097 -0.143  -0.851
C 1.084 -1.111 -1.688  -0.433
C 0.030 -0.297 -2.421  0.055
C 0.341 0.303 -3.611  -0.246
C -0.629 1.022 -4.333  -0.193
C -1.896 1.229 -3.796  -0.225
C -2.185 0.700 -2.544  -0.184
C -1.243 -0.128 -1.891  -0.244
C 0.498 0.006 3.734  0.798
O -0.030 0.459 4.761  -0.624
O 1.416 -0.963 3.807  -0.672
H -1.372 -1.598 1.482  0.201
H -3.031 -0.883 1.972  0.236
H -1.837 -1.342 3.176  0.208
H -1.484 0.847 1.029  0.198
H -1.534 1.298 3.740  0.484
H 0.430 1.586 2.372  0.270
H 1.196 -1.020 1.472  0.425
H 2.405 0.587 -1.500  0.207
H 3.586 -1.606 -0.846  0.368
H 3.686 -0.534 0.393  0.368
H 0.610 -1.937 -1.079  0.220
H 1.743 -1.669 -2.393  0.217
H 1.371 0.246 -4.004  0.210
H -0.392 1.476 -5.362  0.216
H -2.588 1.835 -4.347  0.215
H -3.094 0.976 -2.098  0.211
H -1.589 -0.572 -0.937  0.212
H 1.543 -1.136 4.780  0.511

Entry x
# C13H18N2O4

A single C13H18N2O4 molecule (ωB97M-V/def2-TZVPD, the Open Molecules 2025 dataset).

Results
SMILES string = C[C@@H](O)[C@H](NC(=O)[C@@H](N)Cc1ccccc1)C(=O)O
LUMO level = 0.5 eV
HOMO-LUMO gap = 0.35451 Eh
2S+1 = 1
HOMO level = -9.143 eV

Last column: natural (NBO) charge in e.
Element x y z (Å)
C -3.898 -1.037 1.583  -0.650
C -3.609 -1.169 0.118  0.098
O -4.768 -1.187 -0.779  -0.780
C -2.789 0.059 -0.473  -0.163
N -1.445 0.163 -0.025  -0.635
C -0.398 -0.595 -0.426  0.675
O -0.563 -1.716 -0.896  -0.628
C 0.921 0.073 -0.155  -0.136
N 0.942 1.131 0.822  -0.849
C 2.027 -0.997 0.173  -0.426
C 3.421 -0.445 0.090  -0.048
C 4.324 -0.546 1.146  -0.199
C 5.614 -0.034 1.018  -0.205
C 6.055 0.461 -0.228  -0.223
C 5.183 0.585 -1.276  -0.207
C 3.857 0.150 -1.068  -0.210
C -3.513 1.403 -0.044  0.790
O -2.907 2.286 0.513  -0.584
O -4.763 1.561 -0.443  -0.669
H -4.347 -1.935 1.977  0.220
H -4.564 -0.165 1.724  0.214
H -2.922 -0.905 2.124  0.234
H -2.970 -2.039 0.045  0.205
H -5.372 -1.939 -0.758  0.498
H -2.801 -0.006 -1.570  0.231
H -1.271 1.052 0.391  0.445
H 1.349 0.572 -1.113  0.224
H 0.864 0.883 1.814  0.366
H 1.875 1.604 0.744  0.378
H 1.946 -1.874 -0.531  0.248
H 1.819 -1.372 1.210  0.202
H 3.953 -0.949 2.038  0.206
H 6.313 -0.172 1.804  0.214
H 7.002 1.079 -0.307  0.217
H 5.381 1.066 -2.256  0.220
H 3.199 0.328 -1.976  0.205
H -5.099 0.718 -0.834  0.518

Going by the energies, entry w is most stable and the next is 8.9 kcal/mol up.

Entry w
# C4H3NO

A molecular structure, C4H3NO (ωB97M-V/def2-TZVPD, the Open Molecules 2025 dataset).

Results
LUMO level (alpha / beta) = -2.1 / -2.0 eV
HOMO-LUMO gap (alpha / beta) = 0.27192 / 0.27419 Eh
2S+1 = 1
HOMO level (alpha / beta) = -9.497 / -9.481 eV

Last column: natural (NBO) charge in e.
Element x y z (Å)
C -3.391 -0.635 0.036  0.396
C -3.660 0.696 0.027  -0.055
C -1.483 -0.192 -0.058  0.492
C -0.023 -0.028 -0.017  -0.679
N -2.234 -1.242 -0.020  -0.480
O -2.336 1.001 -0.027  -0.420
H 0.460 -0.709 -0.716  0.248
H 0.338 -0.252 0.988  0.245
H 0.228 1.000 -0.268  0.252

Entry x
# C4H3NO

A single C4H3NO molecule (ωB97M-V/def2-TZVPD, the Open Molecules 2025 dataset).

Results
LUMO level = 0.2 eV
HOMO-LUMO gap = 0.35600 Eh
2S+1 = 1
HOMO level = -9.521 eV

Last column: natural (NBO) charge in e.
Element x y z (Å)
C -0.397 0.645 0.073  -0.454
C -1.702 0.004 -0.037  0.403
C 0.641 -0.169 0.032  0.162
C 1.303 -1.472 -0.066  0.198
N 1.996 -0.347 0.016  -0.535
O -1.871 -1.188 0.021  -0.529
H -0.314 1.719 0.130  0.223
H -2.546 0.700 -0.212  0.105
H 2.890 0.108 0.043  0.427

Entry y
# C4H3NO

2 unconnected molecules or ions with the total composition C4H3NO (ωB97M-V/def2-TZVPD, the Open Molecules 2025 dataset).

Results
LUMO level = -1.2 eV
HOMO-LUMO gap = 0.31310 Eh
2S+1 = 1
HOMO level = -9.723 eV

Last column: natural (NBO) charge in e.
Element x y z (Å)
O -1.179 1.332 -0.553  -0.577
C -0.430 0.297 -0.797  0.260
C 0.926 0.377 -0.385  -0.230
C 2.117 0.342 -0.174  -0.068
C -1.346 -1.616 0.698  0.023
N -1.535 -2.120 1.725  -0.361
H -0.701 2.065 -0.124  0.481
H -1.114 -1.040 -0.301  0.225
H 3.169 0.343 0.011  0.247

Going by the energies, entry x is most stable and the next is 24.8 kcal/mol up.

Entry w
# C2H11N2O2

3 unconnected molecules or ions with the total composition C2H11N2O2 (ωB97M-V/def2-TZVPD, the Open Molecules 2025 dataset).

Results
LUMO level = -2.9 eV
HOMO-LUMO gap = 0.34680 Eh
2S+1 = 1
HOMO level = -12.291 eV
Charge = +1

Last column: natural (NBO) charge in e.
Element x y z (Å)
C 0.125 -0.798 -0.860  -0.264
C 0.849 0.353 -1.033  0.054
N 1.101 0.812 -2.275  -0.758
N -0.600 -0.986 0.432  -0.724
H 0.046 -1.564 -1.615  0.230
H 1.462 0.773 -0.239  0.209
H 1.533 1.696 -2.472  0.412
H 0.404 0.573 -2.962  0.395
H -0.899 -1.953 0.305  0.431
H -1.470 -0.402 0.400  0.465
H 0.051 -0.806 1.209  0.469
H 1.359 -0.886 3.431  0.505
H 2.178 -0.066 2.445  0.498
O 1.348 -0.588 2.491  -0.975
H -2.431 1.600 0.987  0.503
H -2.546 1.312 -0.568  0.504
O -2.512 0.931 0.322  -0.956

Entry x
# C2H11N2O2

3 unconnected molecules or ions with the total composition C2H11N2O2 (ωB97M-V/def2-TZVPD, the Open Molecules 2025 dataset).

Results
LUMO level = -3.5 eV
HOMO-LUMO gap = 0.40209 Eh
2S+1 = 1
HOMO level = -14.421 eV
Charge = +1

Last column: natural (NBO) charge in e.
Element x y z (Å)
C -1.695 -2.249 -0.799  -0.426
N -1.020 -0.957 -0.466  -0.564
C 0.066 -0.579 -1.230  0.404
N 1.162 0.027 -0.879  -0.695
H -1.206 -2.869 -1.549  0.233
H -1.860 -2.817 0.151  0.240
H -2.709 -1.979 -1.212  0.223
H -1.470 -0.231 0.090  0.434
H 0.166 -1.251 -2.171  0.204
H 1.409 0.557 -0.002  0.467
H 1.843 0.333 -1.601  0.427
H -0.263 3.465 1.895  0.489
H 0.754 3.691 0.801  0.486
O 0.106 3.011 1.060  -0.969
H 1.898 -0.032 2.347  0.510
H 1.130 1.263 1.945  0.500
O 1.690 0.617 1.619  -0.962

Entry y
# C2H11N2O2

3 unconnected molecules or ions with the total composition C2H11N2O2 (ωB97M-V/def2-TZVPD, the Open Molecules 2025 dataset).

Results
LUMO level = -3.9 eV
HOMO-LUMO gap = 0.40337 Eh
2S+1 = 1
HOMO level = -14.874 eV
Charge = +1

Last column: natural (NBO) charge in e.
Element x y z (Å)
C 1.854 -0.928 -2.290  -0.365
N 1.121 -0.502 -0.957  -0.520
C 0.439 0.640 -0.988  0.397
N -0.008 1.431 0.006  -0.743
H 1.525 -1.882 -2.238  0.220
H 2.909 -0.545 -2.137  0.246
H 1.362 -0.433 -3.047  0.206
H 0.695 -1.239 -0.357  0.446
H 0.558 1.286 -1.853  0.188
H -0.688 0.999 0.707  0.463
H -0.005 2.445 -0.175  0.435
H -1.864 -1.708 0.537  0.487
H -0.905 -2.788 1.100  0.490
O -1.027 -1.902 0.947  -0.965
H -1.464 1.989 3.251  0.492
H -2.205 0.625 2.787  0.499
O -1.656 1.462 2.523  -0.978

Going by the energies, entry x is most stable and the next is 4.2 kcal/mol up.

Entry w
# C19H22N2O3S

A single C19H22N2O3S molecule (ωB97M-V/def2-TZVPD, the Open Molecules 2025 dataset).

Results
SMILES string = CN(c1ccc(C(=O)NC2CCCC2)cc1)S(=O)(=O)c1ccccc1
LUMO level = 0.5 eV
HOMO-LUMO gap = 0.33841 Eh
2S+1 = 1
HOMO level = -8.683 eV

Last column: natural (NBO) charge in e.
Element x y z (Å)
C 2.578 -1.623 1.583  -0.422
N 2.058 -0.719 0.583  -0.701
C 0.678 -0.521 0.473  0.243
C 0.209 0.618 -0.180  -0.238
C -1.146 0.856 -0.277  -0.148
C -2.070 -0.031 0.266  -0.153
C -3.524 0.294 0.145  0.667
O -3.932 1.439 0.180  -0.631
N -4.320 -0.792 -0.012  -0.609
C -5.763 -0.748 -0.173  -0.044
C -6.469 -0.144 1.057  -0.415
C -7.628 0.662 0.481  -0.398
C -7.012 1.271 -0.774  -0.406
C -6.218 0.112 -1.376  -0.414
C -1.601 -1.156 0.935  -0.178
C -0.245 -1.400 1.040  -0.281
S 3.039 -0.723 -0.799  2.303
O 2.373 -0.041 -1.864  -0.919
O 3.503 -2.061 -1.034  -0.934
C 4.412 0.271 -0.220  -0.251
C 4.159 1.553 0.228  -0.208
C 5.215 2.335 0.666  -0.207
C 6.505 1.826 0.650  -0.185
C 6.746 0.538 0.198  -0.209
C 5.692 -0.247 -0.241  -0.217
H 3.645 -1.421 1.678  0.219
H 2.453 -2.673 1.302  0.205
H 2.091 -1.428 2.537  0.216
H 0.912 1.302 -0.624  0.230
H -1.511 1.743 -0.773  0.234
H -3.870 -1.685 -0.121  0.399
H -6.079 -1.784 -0.317  0.202
H -5.776 0.530 1.559  0.224
H -6.788 -0.910 1.763  0.206
H -8.455 0.001 0.214  0.189
H -7.995 1.414 1.178  0.212
H -7.755 1.668 -1.464  0.205
H -6.325 2.067 -0.489  0.224
H -5.361 0.463 -1.948  0.222
H -6.850 -0.483 -2.036  0.201
H -2.292 -1.842 1.405  0.212
H 0.092 -2.282 1.561  0.218
H 3.146 1.922 0.229  0.230
H 5.033 3.339 1.019  0.222
H 7.327 2.438 0.991  0.219
H 7.752 0.147 0.186  0.222
H 5.838 -1.253 -0.601  0.246

Entry x
# C19H22N2O3S

A single C19H22N2O3S molecule (ωB97M-V/def2-TZVPD, the Open Molecules 2025 dataset).

Results
SMILES string = CCOC(=O)c1c(/N=C/c2cc(C)ccc2O)sc2c1CCN(C)C2
LUMO level = -0.2 eV
HOMO-LUMO gap = 0.27652 Eh
2S+1 = 1
HOMO level = -7.681 eV

Last column: natural (NBO) charge in e.
Element x y z (Å)
C -0.484 -3.809 1.723  -0.633
C -1.111 -2.894 0.680  -0.075
O -0.446 -1.636 0.619  -0.512
C 0.661 -1.569 -0.141  0.794
O 1.132 -2.521 -0.719  -0.606
C 1.223 -0.214 -0.173  -0.249
C 0.474 0.951 -0.157  0.057
N -0.858 1.143 -0.110  -0.455
C -1.705 0.457 -0.770  0.149
C -3.123 0.624 -0.570  -0.111
C -3.616 1.554 0.349  -0.156
C -4.971 1.725 0.559  -0.042
C -5.488 2.737 1.536  -0.626
C -5.857 0.938 -0.173  -0.172
C -5.397 0.008 -1.085  -0.281
C -4.035 -0.162 -1.296  0.314
O -3.559 -1.076 -2.182  -0.668
S 1.498 2.363 -0.135  0.431
C 2.921 1.371 -0.180  -0.195
C 2.624 0.046 -0.196  -0.014
C 3.718 -0.970 -0.206  -0.434
C 5.010 -0.313 -0.690  -0.211
N 5.269 0.893 0.079  -0.426
C 6.619 1.380 -0.088  -0.404
C 4.300 1.930 -0.227  -0.250
H -0.478 -3.320 2.694  0.211
H 0.538 -4.045 1.439  0.224
H -1.054 -4.731 1.791  0.213
H -2.146 -2.653 0.936  0.188
H -1.071 -3.365 -0.308  0.197
H -1.405 -0.275 -1.526  0.183
H -2.891 2.141 0.892  0.232
H -5.953 3.568 1.006  0.218
H -6.241 2.293 2.185  0.216
H -4.681 3.129 2.149  0.219
H -6.921 1.054 -0.026  0.212
H -6.100 -0.597 -1.643  0.206
H -4.295 -1.532 -2.608  0.486
H 3.863 -1.349 0.809  0.218
H 3.445 -1.809 -0.846  0.244
H 4.932 -0.094 -1.770  0.163
H 5.846 -0.999 -0.542  0.203
H 7.319 0.606 0.222  0.202
H 6.762 2.252 0.549  0.200
H 6.846 1.665 -1.128  0.162
H 4.478 2.373 -1.229  0.172
H 4.409 2.734 0.508  0.210

Going by the energies, entry w is most stable and the next is 4.5 kcal/mol up.

Entry w
# C3H7ClO2PS

2 unconnected molecules or ions with the total composition C3H7ClO2PS (ωB97M-V/def2-TZVPD, the Open Molecules 2025 dataset).

Results
LUMO level (alpha / beta) = 2.2 / 2.0 eV
HOMO-LUMO gap (alpha / beta) = 0.23658 / 0.22936 Eh
2S+1 = 1
HOMO level (alpha / beta) = -4.256 / -4.194 eV
Charge = -1

Last column: natural (NBO) charge in e.
Element x y z (Å)
C -0.434 -0.167 2.352  -0.630
C -1.053 -0.750 -0.043  -0.637
C 0.030 -0.147 0.930  -0.322
O 2.740 1.386 -2.753  -1.045
O 1.292 -0.750 -2.872  -1.055
P 1.427 0.727 -2.666  2.052
S 0.495 1.639 0.460  -0.463
Cl 0.020 1.645 -3.865  -0.333
H -1.328 0.525 2.618  0.204
H -0.573 -1.113 2.799  0.194
H 0.347 0.421 3.015  0.205
H -0.424 -0.773 -1.004  0.245
H -2.070 -0.205 -0.154  0.206
H -1.430 -1.788 0.408  0.177
H 0.961 -0.650 0.774  0.203

Entry x
# C3H7ClO2PS

2 unconnected molecules or ions with the total composition C3H7ClO2PS (ωB97M-V/def2-TZVPD, the Open Molecules 2025 dataset).

Results
LUMO level = 3.2 eV
HOMO-LUMO gap = 0.30990 Eh
2S+1 = 1
HOMO level = -5.225 eV
Charge = -1

Last column: natural (NBO) charge in e.
Element x y z (Å)
C -2.170 0.532 -0.127  -0.617
C -1.010 -0.018 -0.817  -0.532
C -0.474 -1.230 -0.083  -0.181
O 1.610 1.218 -0.232  -1.178
O 1.712 -0.098 1.928  -1.148
P 2.353 0.361 0.682  1.984
S 0.152 -2.604 -0.633  -0.027
Cl 4.162 1.330 0.993  -0.438
H -1.720 1.169 0.578  0.220
H -2.808 1.115 -0.733  0.205
H -2.728 -0.195 0.385  0.190
H -0.127 0.769 -0.749  0.340
H -1.094 -0.301 -2.023  0.191
H 2.955 -0.809 -0.065  -0.181
H -0.812 -1.238 0.896  0.171

Going by the energies, entry x is most stable and the next is 19.3 kcal/mol up.

Entry w
# C6H5NO3

A single C6H5NO3 molecule (ωB97M-V/def2-TZVPD, the Open Molecules 2025 dataset).

Results
SMILES string = O=C1C=CC=C/C1=N\OO
LUMO level = -1.5 eV
HOMO-LUMO gap = 0.28234 Eh
2S+1 = 1
HOMO level = -9.217 eV

Last column: natural (NBO) charge in e.
Element x y z (Å)
O 1.894 -0.850 1.530  -0.483
C 0.754 -0.594 1.108  0.466
C -0.336 -0.516 2.098  -0.263
C -1.607 -0.183 1.726  -0.162
C -1.884 0.104 0.313  -0.204
C -0.908 0.103 -0.627  -0.219
C 0.509 -0.191 -0.304  0.055
N 1.467 0.004 -1.178  -0.037
O 1.219 0.469 -2.484  -0.127
O 2.355 1.251 -2.946  -0.407
H -0.089 -0.806 3.108  0.237
H -2.415 -0.143 2.447  0.223
H -2.900 0.376 -0.015  0.224
H -1.164 0.319 -1.650  0.230
H 3.105 0.655 -3.128  0.467

Entry x
# C6H5NO3

A molecular structure, C6H5NO3 (ωB97M-V/def2-TZVPD, the Open Molecules 2025 dataset).

Results
LUMO level (alpha / beta) = -1.1 / -0.9 eV
HOMO-LUMO gap (alpha / beta) = 0.30512 / 0.27413 Eh
2S+1 = 1
HOMO level (alpha / beta) = -9.432 / -8.396 eV

Last column: natural (NBO) charge in e.
Element x y z (Å)
C -2.841 0.671 0.116  0.214
C -0.855 0.404 -1.371  -0.283
C 0.506 0.078 -1.189  -0.113
C -1.500 0.423 -0.129  0.253
C 0.606 -0.003 0.337  0.449
C 1.869 0.085 1.094  -0.672
N -3.948 0.914 0.346  -0.224
O -0.632 0.454 0.872  -0.406
O -0.562 -2.080 0.187  -0.330
O 0.535 -1.462 -0.095  -0.126
H -1.321 0.178 -2.275  0.240
H 1.449 0.008 -1.670  0.246
H 2.155 1.138 1.273  0.247
H 2.745 -0.096 0.531  0.245
H 1.794 -0.712 1.976  0.259

Going by the energies, entry w is most stable and the next is 38.8 kcal/mol up.

Entry w
# CH4NO2S

A molecular structure, CH4NO2S (ωB97M-V/def2-TZVPD, the Open Molecules 2025 dataset).

Results
LUMO level = 4.1 eV
HOMO-LUMO gap = 0.30035 Eh
2S+1 = 1
HOMO level = -4.093 eV
Charge = -1

Last column: natural (NBO) charge in e.
Element x y z (Å)
C 1.046 -0.070 -0.536  -0.833
N -0.670 0.855 1.412  -1.226
O -1.647 -1.865 -0.141  -0.915
O -1.297 0.871 -1.043  -0.976
S -0.709 0.098 0.036  1.922
H 1.398 0.896 -1.002  0.220
H 1.709 -0.471 0.255  0.212
H 0.777 -0.730 -1.282  0.227
H -0.607 0.416 2.300  0.369

Entry x
# CH4NO2S

2 unconnected molecules or ions with the total composition CH4NO2S (ωB97M-V/def2-TZVPD, the Open Molecules 2025 dataset).

Results
LUMO level (alpha / beta) = 3.6 / 3.8 eV
HOMO-LUMO gap (alpha / beta) = 0.23935 / 0.27507 Eh
2S+1 = 1
HOMO level (alpha / beta) = -2.867 / -3.734 eV
Charge = -1

Last column: natural (NBO) charge in e.
Element x y z (Å)
C -0.739 -1.541 0.046  -0.949
N 1.841 1.368 -0.012  -0.910
O -1.549 0.808 0.732  -0.992
O -1.103 0.513 -1.632  -0.973
S -0.755 0.171 -0.306  1.879
H -0.522 -2.198 -0.790  0.178
H -0.168 -1.872 0.883  0.183
H 1.875 0.748 0.744  0.286
H 1.119 2.003 0.337  0.299

Going by the energies, entry x is most stable and the next is 17.8 kcal/mol up.